Entry from OMol25: a structure of composition C19H20IN4O4S2SiV (ωB97M-V/def2-TZVPD).

Geometry as XYZ:
```
52
Properties=species:S:1:pos:R:3:forces:R:3:lowdin_spin:R:1
V -0.582 -0.449 1.073 -0.2 -0.1 0.2 0.99
C -2.780 -1.002 4.165 -0.1 0.2 0.0 0.00
N -3.305 -0.156 3.111 0.0 -0.3 0.1 -0.01
C -4.527 -0.356 2.486 0.0 0.1 -0.1 0.00
C -4.587 0.488 1.442 -0.1 -0.2 0.1 0.00
N -3.414 1.214 1.446 0.1 0.1 -0.3 -0.01
C -2.578 0.749 2.414 0.0 0.4 0.4 -0.01
S -1.013 1.343 2.755 -0.4 -0.3 -0.3 -0.01
H -3.589 -1.240 4.854 0.0 0.0 0.0 0.00
H -2.003 -0.454 4.693 0.0 0.0 0.0 0.00
H -2.368 -1.909 3.724 0.0 0.0 0.0 0.00
H -5.223 -1.097 2.833 0.0 0.0 0.0 0.00
H -5.340 0.615 0.688 0.0 0.0 0.0 0.00
H -3.027 1.663 0.631 -0.1 0.1 0.1 0.00
C -1.444 0.647 -5.022 0.0 0.0 0.0 0.00
C -1.240 1.907 -4.478 0.0 0.0 0.1 0.00
C -0.738 2.033 -3.187 0.0 0.0 -0.1 0.00
C -0.426 0.918 -2.403 -0.1 0.0 -0.1 0.00
C -0.659 -0.340 -2.969 0.0 -0.1 0.1 0.00
C -1.153 -0.477 -4.259 0.0 0.0 0.0 0.00
Si 0.281 1.126 -0.637 0.4 0.5 -0.4 0.01
C 2.163 1.210 -1.073 0.1 -0.1 0.1 0.00
C 2.954 2.356 -0.930 -0.1 0.0 0.1 0.00
C 4.316 2.352 -1.209 0.0 0.0 0.0 0.00
C 4.935 1.189 -1.649 0.0 0.0 0.0 0.00
C 4.178 0.034 -1.803 0.0 0.0 0.0 0.00
C 2.820 0.049 -1.512 0.0 0.0 0.0 0.00
H -1.837 0.541 -6.026 0.0 0.0 0.0 0.00
H -1.470 2.795 -5.058 0.0 0.0 0.0 0.00
H -0.577 3.025 -2.780 0.0 0.0 0.0 0.00
H -0.479 -1.232 -2.378 0.0 0.0 0.0 0.00
H -1.328 -1.468 -4.662 0.0 0.0 0.0 0.00
H 0.021 2.602 -0.447 0.0 0.1 0.0 0.00
H 2.488 3.275 -0.592 0.0 0.0 0.0 0.00
H 4.896 3.260 -1.087 0.0 0.0 0.0 0.00
H 5.996 1.183 -1.871 0.0 0.0 0.0 0.00
H 4.646 -0.880 -2.149 0.0 0.0 0.0 0.00
H 2.248 -0.869 -1.622 0.0 0.0 0.0 0.00
I 3.628 -3.582 4.237 0.1 -0.1 0.1 0.00
C 2.761 -2.147 3.063 0.0 0.3 -0.3 0.00
C 3.402 -1.242 2.236 0.1 -0.2 0.2 0.00
N 2.445 -0.493 1.683 -0.4 0.2 -0.1 0.01
N 1.215 -0.863 2.067 0.8 -0.4 0.1 0.01
C 1.395 -1.880 2.902 -0.1 0.1 0.2 0.00
H 4.443 -1.091 2.012 0.0 0.0 0.0 0.00
H 2.511 0.208 0.952 0.1 0.0 0.0 0.00
H 0.543 -2.386 3.327 0.0 0.0 0.0 0.00
O -0.263 -2.130 -0.032 -0.4 -0.4 -0.3 0.00
S -1.775 -2.311 0.168 0.4 0.2 0.2 0.00
O -2.370 -3.306 -0.675 0.0 -0.1 0.0 0.00
O -2.281 -0.904 -0.091 -0.2 0.0 0.0 0.01
O -1.910 -2.518 1.639 0.0 0.1 -0.1 0.00
```
Forces are in eV/Å.

Summary:
ΔE to the lowest compared entry with this formula, charge and spin (kcal/mol): 10.44
E_tot (hartree): -3583.67323
Gap between HOMO and LUMO (alpha / beta) (eV): 5.58 / 4.82
M (g/mol): 638.46
Spin multiplicity: 2
Maximum force (eV/Å): 0.91
Net charge: -1
Expectation value of S²: 0.77
Lowest unoccupied orbital energy (alpha / beta) (eV): 2.07 / 2.07

Entry from OMol25: the molecule C19H20N2O3S in a non-equilibrium geometry (ωB97M-V/def2-TZVPD).

Geometry as XYZ:
```
45
Properties=species:S:1:pos:R:3:forces:R:3:lowdin_charge:R:1
C 2.068 -2.968 -4.800 0.0 0.2 -0.1 -0.08
O 1.827 -4.056 -3.938 -0.1 -0.2 0.2 -0.08
C 1.360 -3.799 -2.688 -0.1 -0.1 0.3 -0.27
C 1.070 -4.916 -1.902 0.1 0.0 -0.2 -0.02
C 0.598 -4.748 -0.617 0.1 0.0 -0.1 -0.09
C 0.394 -3.480 -0.102 -0.1 0.3 0.0 -0.04
C 0.670 -2.364 -0.886 0.1 -0.6 -0.2 -0.24
N 0.487 -1.105 -0.307 0.0 0.4 0.7 0.07
C 0.181 0.080 -0.904 0.0 0.2 -0.1 -0.75
S -0.274 0.220 -2.490 -0.2 0.0 -0.7 0.72
N 0.266 1.176 -0.103 0.1 -0.4 0.0 -0.07
C 0.906 1.144 1.198 -0.1 -0.3 0.2 -0.06
C -0.036 0.842 2.323 0.3 0.8 0.6 -0.26
C -0.269 1.486 3.501 0.3 -0.3 -0.6 -0.03
C -1.282 0.750 4.164 -0.2 -0.5 -0.2 -0.05
C -1.592 -0.285 3.343 -0.3 0.3 0.8 -0.11
O -0.839 -0.245 2.228 0.2 -0.1 -0.5 0.02
C -0.364 2.435 -0.498 0.0 0.4 0.0 -0.31
C 0.671 3.480 -0.911 -0.1 -0.2 0.0 -0.02
C -1.256 2.913 0.603 -0.8 -0.6 -0.3 -0.25
C -2.520 2.525 0.943 0.6 0.2 -0.2 0.00
C -2.871 3.275 2.089 0.3 0.3 0.2 -0.05
C -1.797 4.063 2.360 -0.8 -0.1 0.4 -0.13
O -0.815 3.851 1.469 0.5 0.2 -0.2 0.03
C 1.175 -2.524 -2.171 0.2 0.0 -0.3 0.00
H 2.886 -2.340 -4.434 0.0 0.0 0.0 0.10
H 1.172 -2.354 -4.932 0.0 0.0 0.0 0.10
H 2.352 -3.407 -5.755 0.0 0.1 0.1 0.09
H 1.225 -5.897 -2.320 0.0 -0.1 -0.1 0.11
H 0.380 -5.613 -0.009 0.0 -0.1 0.0 0.10
H 0.016 -3.352 0.903 -0.1 0.0 0.1 0.11
H 0.294 -1.152 0.686 0.0 0.0 -0.2 0.11
H 1.722 0.412 1.168 -0.1 0.2 0.0 0.14
H 1.343 2.126 1.387 0.0 -0.1 0.1 0.13
H 0.221 2.370 3.855 0.1 0.2 0.0 0.12
H -1.718 0.971 5.117 -0.2 0.0 0.2 0.10
H -2.297 -1.087 3.425 -0.1 -0.1 -0.1 0.12
H -0.984 2.193 -1.369 0.1 0.1 0.3 0.08
H 1.301 3.770 -0.075 0.1 0.1 0.1 0.07
H 1.293 3.075 -1.705 0.0 0.0 -0.1 0.08
H 0.161 4.365 -1.281 0.0 0.1 0.0 0.09
H -3.121 1.798 0.435 -0.1 -0.2 -0.2 0.12
H -3.793 3.232 2.631 -0.2 0.1 0.2 0.10
H -1.617 4.794 3.123 0.1 0.1 0.1 0.12
H 1.407 -1.650 -2.753 0.0 0.0 0.0 0.04
```
Forces are in eV/Å.

Summary:
ΔE to the lowest compared entry with this formula, charge and spin (kcal/mol): 63.63
E_tot (hartree): -1469.39561
Gap between HOMO and LUMO (eV): 8.63
SMILES: COc1cccc(NC(=S)N(Cc2ccco2)[C@H](C)c2ccco2)c1
M (g/mol): 356.45
Spin multiplicity: 1
Maximum force (eV/Å): 1.06
Net charge: 0
Lowest unoccupied orbital energy (eV): 0.68

Entry from OMol25: the molecule C19H20N2OS2 in a non-equilibrium geometry (ωB97M-V/def2-TZVPD).

Geometry as XYZ:
```
44
Properties=species:S:1:pos:R:3:forces:R:3:lowdin_charge:R:1
C -2.488 -1.829 -1.211 0.0 0.1 0.0 -0.03
C -3.295 -0.672 -0.699 0.2 0.1 0.0 -0.21
C -4.663 -0.617 -0.919 -0.1 0.1 0.1 -0.05
C -5.423 0.444 -0.459 -0.1 0.0 -0.1 -0.09
C -4.816 1.467 0.247 0.0 0.0 0.0 -0.08
C -3.456 1.429 0.488 0.0 0.0 0.1 -0.06
C -2.688 0.375 0.007 -0.6 0.1 -0.1 -0.22
N -1.315 0.294 0.274 0.5 -0.5 0.1 0.07
C -0.406 1.304 0.294 0.0 0.2 -0.1 -0.76
S -0.768 2.830 -0.239 -0.2 0.6 -0.3 0.72
N 0.837 0.981 0.750 -0.1 -0.2 -0.1 -0.08
C 1.903 1.970 0.731 0.2 0.1 -0.4 -0.12
C 3.110 1.468 0.015 0.4 0.0 0.9 -0.27
C 4.346 1.107 0.471 -0.6 0.2 -0.1 -0.03
C 5.083 0.692 -0.665 -0.2 0.0 -0.6 -0.06
C 4.240 0.826 -1.722 0.9 -0.3 0.2 -0.12
O 3.047 1.293 -1.322 -0.5 0.2 -0.1 0.04
C 1.154 -0.283 1.403 -0.1 -0.1 0.4 -0.34
C 0.371 -0.466 2.707 0.1 0.0 -0.1 -0.05
C 1.017 -1.447 0.459 0.2 -0.4 0.1 -0.50
C 1.217 -1.457 -0.889 -0.1 0.1 0.3 -0.12
C 1.072 -2.741 -1.461 0.0 -0.2 0.0 -0.18
C 0.769 -3.691 -0.542 0.0 0.0 0.4 -0.41
S 0.654 -3.042 1.046 0.1 0.3 -0.5 1.05
H -1.638 -1.483 -1.800 0.1 0.0 0.0 0.08
H -2.109 -2.440 -0.389 0.1 -0.1 0.0 0.08
H -3.103 -2.467 -1.841 0.0 -0.1 0.0 0.08
H -5.138 -1.418 -1.467 0.0 -0.1 -0.1 0.11
H -6.486 0.469 -0.650 -0.1 0.0 0.0 0.10
H -5.399 2.295 0.619 0.0 0.1 0.0 0.10
H -2.983 2.220 1.046 0.0 0.0 0.0 0.07
H -0.937 -0.645 0.260 0.0 0.1 0.0 0.09
H 2.180 2.242 1.755 0.0 0.0 -0.1 0.14
H 1.500 2.852 0.223 0.1 -0.1 0.2 0.05
H 4.693 1.145 1.484 0.0 0.0 0.3 0.11
H 6.095 0.345 -0.684 0.2 -0.1 -0.1 0.10
H 4.365 0.631 -2.769 -0.1 0.0 -0.2 0.12
H 2.219 -0.210 1.667 -0.2 0.0 -0.1 0.14
H -0.693 -0.593 2.527 -0.1 0.0 0.0 0.08
H 0.510 0.409 3.337 0.0 0.0 0.1 0.09
H 0.742 -1.340 3.238 0.0 -0.1 0.1 0.07
H 1.447 -0.575 -1.459 0.0 0.2 0.0 0.11
H 1.189 -2.942 -2.511 0.0 -0.1 -0.2 0.11
H 0.604 -4.739 -0.691 0.0 -0.2 -0.1 0.06
```
Forces are in eV/Å.

Summary:
ΔE to the lowest compared entry with this formula, charge and spin (kcal/mol): 10.46
E_tot (hartree): -1717.13228
Gap between HOMO and LUMO (eV): 8.27
SMILES: Cc1ccccc1NC(=S)N(Cc1ccco1)[C@@H](C)c1cccs1
M (g/mol): 356.52
Spin multiplicity: 1
Maximum force (eV/Å): 1.02
Net charge: 0
Lowest unoccupied orbital energy (eV): 0.48